Entry one
C2H10N4O | ωB97M-V/def2-TZVPD

Calculated values
E_LUMO (eV): 0.92
E_HOMO (eV): -8.46

XYZ file:
```
17
C2H10N4O ωB97M-V/def2-TZVPD
H -1.99556 2.44012 0.08975
H 0.34981 -0.02569 -2.36094
H 1.92144 -0.52288 -1.68027
C 1.10912 0.20696 -1.61217
N -0.25374 -1.95109 1.34437
H -0.00895 -2.14224 -0.66985
H 0.70845 -1.77020 1.63992
N -0.40611 -1.48731 0.00205
H -0.83622 -1.37884 1.95349
H -1.26077 -0.89280 -0.18140
H -0.64717 2.30426 0.94684
H 1.50402 1.19997 -1.82369
H 0.58755 0.60169 1.61744
C 0.52095 0.19491 -0.23460
N 1.18760 0.59673 0.78749
N -1.44562 1.75313 0.61318
O -1.03481 0.87327 -0.43160
```

***

Entry two
C2H10N4O | ωB97M-V/def2-TZVPD

Calculated values
E_LUMO (eV): 0.77
E_HOMO (eV): -8.75
Structure (SMILES): NC(N)=O.NCN

XYZ file:
```
17
C2H10N4O ωB97M-V/def2-TZVPD
H 1.55361 -2.33493 -0.33867
H 0.65202 2.81342 -1.22234
H -2.25622 0.99954 -0.67502
N 1.08497 -1.11152 1.27520
H -1.21090 -1.45132 -0.05375
C -0.53833 1.73160 0.04782
H 0.93390 -0.75112 -0.75394
H 1.11683 -1.85660 1.95440
H -0.67955 -2.92637 0.30208
N -1.47768 1.56927 -0.96241
H -1.09083 1.27768 -1.84864
H 0.41204 -0.40530 1.54017
N -0.52257 -2.14967 -0.32818
O -0.75892 1.44119 1.20603
H 1.32355 2.49532 0.31303
N 0.65105 2.24481 -0.39359
C 0.80701 -1.58600 -0.06218
```

***

Name the most stable of them. entry two.

***

Entry one
C2H9NO4 | ωB97M-V/def2-TZVPD

Calculated values
E_LUMO (eV): 0.56
E_HOMO (eV): -10.23
Structure (SMILES): O=CNCO.O.O

XYZ file:
```
16
C2H9NO4 ωB97M-V/def2-TZVPD
O 0.91733 -0.71043 -2.37445
H 0.29173 -1.78309 0.85059
H 0.10263 1.42455 -0.70865
H 0.31904 2.64935 -0.12940
H -1.29390 -1.81592 -1.08556
O 0.82071 1.92292 -0.45066
H 0.49286 0.01866 -2.82656
C -0.43398 -0.17802 1.81745
H 1.30466 0.38971 1.19580
N -0.58744 -1.28249 0.82871
O 0.92839 0.18478 2.09878
C -1.13845 -0.92559 -0.40724
H -0.84229 -0.51237 2.80287
H 1.85346 -0.20848 -2.32881
H -1.15205 0.62788 1.50826
O -1.58270 0.19854 -0.79112
```

***

Entry two
C2H9NO4 | ωB97M-V/def2-TZVPD

Calculated values
E_LUMO (eV): 0.56
E_HOMO (eV): -10.56
Structure (SMILES): O=CNCO.O.O

XYZ file:
```
16
C2H9NO4 ωB97M-V/def2-TZVPD
H 0.28934 1.89999 -0.83683
H -1.03083 0.48862 1.27549
O -1.96364 -0.26829 -0.79416
H -1.59136 -1.75030 0.34519
H 0.44733 1.77068 1.44987
H 0.43309 -1.16694 1.00806
H -1.36818 1.23359 -2.11105
H 3.42913 -0.06076 -1.55988
O 2.96150 0.39430 -0.79792
N -0.04838 1.06127 -0.48537
C -1.11408 0.56772 -1.20957
C 0.03167 0.80130 0.92553
H 2.01461 0.22345 -0.92661
O -1.28209 -2.40702 0.94663
H -2.04872 -2.49282 1.52548
O 0.84060 -0.29478 1.24515
```

***

Name the most stable of them. entry two.

***

Entry one
C2H9NO4 | ωB97M-V/def2-TZVPD

Calculated values
E_LUMO (eV): 0.54
E_HOMO (eV): -10.00
Structure (SMILES): NCC(=O)O.O.O

XYZ file:
```
16
C2H9NO4 ωB97M-V/def2-TZVPD
H -1.52089 1.09893 -3.94337
H 4.23807 -1.43999 0.44400
O -0.93284 0.53498 -3.44589
H 3.32539 -2.66955 0.72023
H 0.31610 1.34341 0.41269
O -7.08078 1.19181 1.25644
H -0.13555 0.97384 -3.12735
H 1.53545 -1.40148 1.54032
O 2.42879 0.99700 -0.53479
H 2.90814 -0.28141 1.86568
H -7.07469 0.23923 1.32078
O 0.56457 0.44000 0.62157
C 2.37774 -0.89157 1.10159
C 1.92388 0.26205 0.23564
H -6.14872 1.34024 1.22182
N 3.27532 -1.73748 0.31066
```

***

Entry two
C2H9NO4 | ωB97M-V/def2-TZVPD

Calculated values
E_LUMO (eV): 0.53
E_HOMO (eV): -9.48
Structure (SMILES): NCC(=O)O.O.O

XYZ file:
```
16
C2H9NO4 ωB97M-V/def2-TZVPD
H 1.38702 1.09286 -0.98654
O 0.16626 -1.47430 4.80115
O 2.33356 -0.73240 -3.02496
H 0.71683 -1.87942 5.46793
C -0.90237 0.21883 -0.02968
H -1.23609 1.14666 -2.06129
H 2.43946 -1.61897 -3.38187
H 0.81087 0.78335 -2.26930
O -0.18535 0.07035 0.90127
H 0.67920 -0.75542 4.41747
H -1.12182 2.28991 -0.73723
N 0.63310 1.50611 -1.57715
H -2.71562 0.04549 0.30818
C -0.73589 1.33908 -1.06927
O -2.11849 -0.42697 -0.29428
H 3.02993 -0.76055 -2.35180
```

***

Name the most stable of them. entry one.